1.
C3H4N2O as an isolated structure. Source: the Open Molecules 2025 dataset; level of theory: ωB97M-V/def2-TZVPD.

Structure (XYZ):
```
10
Properties=species:S:1:pos:R:3:forces:R:3
O -0.48513 1.69028 -0.86281 0.0 0.2 0.1
C -0.21754 0.46838 -0.35099 0.2 -0.4 0.1
C 0.09457 0.08484 0.95932 -0.3 0.2 0.0
N 0.27437 -1.35460 0.95722 0.0 0.0 0.0
N 0.16484 -1.75497 -0.30103 0.0 0.1 0.0
C -0.17103 -0.71443 -1.07745 0.0 0.1 0.0
H -0.48121 2.34516 -0.15456 0.0 0.0 -0.1
H -0.05570 0.59751 1.90263 0.0 -0.1 -0.1
H 1.21962 -0.51659 1.05565 0.2 -0.1 0.0
H -0.34280 -0.84448 -2.13886 0.0 0.0 0.2
```
Forces are in eV/Å.

Calculated values
Total charge: 0
Energy above the lowest of the compared OMol25 structures with the same formula, charge and spin (kJ/mol): 344.8
Gap between HOMO and LUMO (eV): 9.8
Multiplicity: 1
HOMO (eV): -9.3

Atom charges from the natural (NBO) analysis, given in e for atoms 1 to 2: atom 1 (O): -0.646, atom 2 (C): 0.223

***

2.
C57H73IN6O5STi as an isolated structure. Source: the Open Molecules 2025 dataset; level of theory: ωB97M-V/def2-TZVPD.

Structure (XYZ):
```
144
Properties=species:S:1:pos:R:3:forces:R:3
Ti 1.10230 -0.68330 0.08846 -0.2 0.1 0.4
C -4.28626 -1.16132 4.69539 0.0 0.0 0.0
C -4.38220 -2.26945 3.64312 0.0 0.0 0.0
C -5.62835 -2.01709 2.78055 0.0 0.0 0.0
C -4.54545 -3.60433 4.38374 0.0 0.0 0.0
C -3.15448 -2.29859 2.72802 0.0 0.0 0.0
C -2.25992 -1.23785 2.67829 0.0 0.0 0.1
C -1.19982 -1.28380 1.77746 0.1 -0.3 -0.3
N -0.16663 -0.40110 1.56464 -0.4 0.3 0.1
C 0.09191 0.72432 2.33486 0.0 0.2 0.1
C -0.81075 1.63177 2.88225 0.1 -0.1 0.0
C -0.31694 2.73646 3.56484 -0.1 0.1 0.1
C 1.06454 2.85537 3.71850 0.0 0.0 0.0
C 1.99934 1.97366 3.17370 0.1 -0.1 -0.1
C 1.47995 0.92706 2.39988 -0.3 0.1 0.1
O 2.15376 0.10294 1.60469 0.3 0.0 0.0
C 3.49190 2.22388 3.42322 0.0 0.0 0.0
C 4.40517 1.12172 2.87245 0.0 0.0 0.0
C 3.73388 2.28799 4.94002 0.0 0.0 0.0
C 3.90691 3.55896 2.78927 0.0 0.0 0.0
C -1.23526 3.83023 4.11670 0.0 0.0 0.0
C -0.91140 5.15882 3.41428 0.0 0.0 0.0
C -1.02508 3.98076 5.62952 0.0 0.0 0.0
C -2.71270 3.51939 3.86556 0.0 0.0 0.0
C -1.00593 -2.40840 0.96026 -0.3 0.3 0.2
O 0.07481 -2.29718 0.18521 0.2 -0.2 -0.2
C -1.89096 -3.49100 0.98640 0.1 0.0 0.1
C -2.95692 -3.39004 1.87701 0.0 -0.1 0.0
C -1.67805 -4.71152 0.09088 0.0 0.0 -0.1
C -0.29342 -5.32662 0.34347 0.0 0.0 0.0
C -1.79219 -4.28092 -1.38026 0.0 0.0 0.0
C -2.72335 -5.80053 0.33748 0.0 0.0 0.0
H -5.14572 -1.21890 5.36659 0.0 0.0 0.0
H -4.29506 -0.16813 4.24153 0.0 0.0 0.0
H -3.37858 -1.26065 5.29481 0.0 0.0 0.0
H -6.52886 -1.99886 3.40134 0.0 0.0 0.0
H -5.74475 -2.80048 2.02862 0.0 0.0 0.0
H -5.54702 -1.05959 2.26104 0.0 0.0 0.0
H -5.38095 -3.53976 5.08505 0.0 0.0 0.0
H -3.64180 -3.84734 4.94715 0.0 0.0 0.0
H -4.75484 -4.43061 3.70346 0.0 0.0 0.0
H -2.37162 -0.39553 3.34314 0.0 0.0 0.0
H -1.87035 1.50498 2.71601 0.0 0.0 0.0
H 1.44123 3.70524 4.27629 0.0 0.0 0.0
H 4.11964 0.14251 3.26102 0.0 0.0 0.0
H 5.43381 1.32751 3.18173 0.0 0.0 0.0
H 4.38655 1.06335 1.78398 0.0 0.0 0.0
H 3.47820 1.33347 5.40504 0.0 0.0 0.0
H 3.13469 3.06500 5.41510 0.0 0.0 0.0
H 4.78705 2.50083 5.14190 0.0 0.0 0.0
H 3.70190 3.55795 1.71506 0.0 0.0 0.0
H 4.97732 3.73008 2.93162 0.0 0.0 0.0
H 3.36788 4.39857 3.23199 0.0 0.0 0.0
H 0.12942 5.45170 3.56560 0.0 0.0 0.0
H -1.54820 5.95888 3.80231 0.0 0.0 0.0
H -1.09109 5.07036 2.33948 0.0 0.0 0.0
H 0.00334 4.25795 5.86767 0.0 0.0 0.0
H -1.24837 3.04247 6.14183 0.0 0.0 0.0
H -1.68392 4.75724 6.02651 0.0 0.0 0.0
H -2.93158 3.44745 2.79749 0.0 0.0 0.0
H -3.32595 4.32488 4.27531 0.0 0.0 0.0
H -3.01682 2.58910 4.35285 0.0 0.0 0.0
H -3.66939 -4.20198 1.92030 0.0 0.0 0.0
H 0.50130 -4.60094 0.17299 0.0 0.0 0.0
H -0.14436 -6.18338 -0.32112 0.0 0.0 0.0
H -0.21522 -5.67807 1.37497 0.0 0.0 0.0
H -1.00511 -3.57333 -1.64022 0.0 0.0 0.0
H -2.75316 -3.79583 -1.56645 0.0 0.0 0.0
H -1.70530 -5.14723 -2.04273 0.0 0.0 0.0
H -2.68699 -6.15931 1.36814 0.0 0.0 0.0
H -2.52262 -6.64619 -0.32384 0.0 0.0 0.0
H -3.73512 -5.44844 0.12664 0.0 0.0 0.0
N 1.97255 1.94138 -0.17283 -0.1 0.2 0.0
C 2.22775 2.67369 -1.41116 -0.1 -0.1 -0.1
C 2.16675 1.73272 -2.62410 0.0 0.1 0.0
O 2.58721 2.15337 -3.71004 -0.1 0.0 0.0
O 1.65408 0.60010 -2.38319 0.2 -0.1 0.1
H 1.48223 2.51631 0.50479 0.1 0.0 0.0
H 2.83192 1.68001 0.29460 0.0 -0.1 -0.1
H 3.18301 3.20101 -1.42253 0.0 0.0 0.0
H 1.45349 3.43000 -1.55406 -0.1 0.0 0.0
C -1.29909 4.10610 -5.11646 0.0 0.0 0.0
C -0.63556 3.95107 -3.75752 -0.1 0.1 0.0
N -1.47438 4.42373 -2.65103 0.1 -0.1 0.0
C -1.64827 5.86757 -2.50269 -0.1 0.0 0.0
C -3.08047 6.31065 -2.76530 0.0 0.0 0.0
C -1.90749 3.64493 -1.62389 0.1 0.1 0.0
O -2.39459 4.10490 -0.60159 0.0 0.0 0.0
C -1.73675 2.16340 -1.79253 -0.1 0.0 0.0
C -2.35192 1.44763 -2.80991 0.1 0.0 0.0
C -2.12853 0.08809 -2.88187 -0.1 -0.1 -0.1
C -1.24787 -0.49273 -1.98784 0.0 -0.1 0.0
N -0.63438 0.19208 -1.02497 0.0 0.1 -0.1
C -0.93281 1.48696 -0.89743 0.0 0.0 0.1
H -0.62019 3.75393 -5.89457 0.0 0.0 0.0
H -1.54211 5.15034 -5.32355 0.0 0.0 0.0
H -2.22154 3.52393 -5.16877 0.0 0.0 0.0
H 0.30255 4.51103 -3.74227 0.0 0.0 0.0
H -0.36682 2.91136 -3.59680 0.0 0.0 0.1
H -0.96227 6.34933 -3.19997 0.0 0.0 0.0
H -1.35569 6.14991 -1.49044 0.0 0.0 0.0
H -3.38973 6.04417 -3.77771 0.0 0.0 0.0
H -3.16989 7.39208 -2.65034 0.0 0.0 0.0
H -3.75545 5.83448 -2.05529 0.0 0.0 0.0
H -2.99329 1.95206 -3.52256 0.0 0.0 0.0
H -2.59957 -0.52281 -3.63940 0.0 0.0 0.0
H -1.01292 -1.54192 -2.04620 0.0 0.0 0.0
H -0.51468 2.01005 -0.04855 0.1 0.0 0.0
N 1.44331 -1.94268 -1.72573 0.2 0.2 -0.3
S 2.19217 -1.72460 -3.12426 -0.2 -0.4 -0.1
C 0.93615 -1.51164 -4.40290 0.1 0.1 0.0
C -0.01129 -2.50418 -4.60615 0.0 -0.1 0.0
C -1.02565 -2.29847 -5.52875 0.0 0.0 0.0
C -1.07596 -1.10734 -6.24473 0.0 0.0 0.0
C -0.11693 -0.12476 -6.03552 -0.1 0.0 -0.1
C 0.89776 -0.31653 -5.10621 0.1 0.0 0.1
C 2.71239 -3.39510 -3.59792 0.0 0.1 0.0
C 2.73994 -4.41553 -2.66178 0.0 0.1 0.1
C 3.19133 -5.67563 -3.03674 0.0 0.0 -0.1
C 3.62293 -5.90367 -4.33422 0.0 0.0 0.0
C 3.61030 -4.86968 -5.26418 0.0 0.0 0.0
C 3.15820 -3.61393 -4.89719 0.0 0.1 0.0
H 0.78504 -2.71267 -1.77999 0.1 0.0 0.1
H 0.04490 -3.43640 -4.05263 0.0 0.0 0.0
H -1.77002 -3.06743 -5.69372 0.0 0.0 0.0
H -1.86599 -0.94751 -6.96825 0.0 0.0 0.0
H -0.15950 0.80293 -6.59276 0.0 0.0 0.0
H 1.62437 0.46254 -4.89534 0.0 0.0 0.0
H 2.41479 -4.21716 -1.64782 0.0 0.0 0.0
H 3.20413 -6.47694 -2.30923 0.0 0.0 0.0
H 3.97464 -6.88577 -4.62389 0.0 0.0 0.0
H 3.95008 -5.04612 -6.27644 0.0 0.0 0.0
H 3.13297 -2.80683 -5.62127 0.0 0.0 0.0
I 2.43881 -3.07332 2.62507 0.0 0.0 0.0
C 3.74941 -2.28904 1.20396 -0.1 0.0 0.1
C 5.09882 -2.60279 1.30819 0.1 0.0 0.0
C 5.98177 -2.03659 0.40822 -0.1 0.0 0.0
C 5.48494 -1.16804 -0.55287 0.2 0.1 0.0
C 4.13142 -0.91545 -0.57968 -0.3 -0.2 -0.1
N 3.26178 -1.48789 0.26856 0.4 -0.2 -0.2
H 5.44310 -3.27069 2.08356 0.0 0.0 0.0
H 7.03818 -2.26407 0.46486 0.0 0.0 0.0
H 6.13527 -0.68723 -1.27080 0.0 0.0 0.0
H 3.69317 -0.25600 -1.32350 0.0 0.0 0.0
```
Forces are in eV/Å.

Calculated values
Total charge: 0
Energy above the lowest of the compared OMol25 structures with the same formula, charge and spin (kJ/mol): 123.8
Gap between HOMO and LUMO (eV): 6.9
Multiplicity: 1
HOMO (eV): -6.8

Atom charges from the Löwdin analysis, given in e for atoms 1 to 2: atom 1 (Ti): 1.136, atom 2 (C): -0.068

***

3.
C22H28As2N3O5RhTe4 as an isolated structure at a distorted geometry. Source: the Open Molecules 2025 dataset; level of theory: ωB97M-V/def2-TZVPD.

Structure (XYZ):
```
65
Properties=species:S:1:pos:R:3:forces:R:3
Rh 0.25564 -0.10468 0.03696 2.1 0.9 0.1
Te -0.67586 -0.88412 2.47398 -0.2 -0.2 -0.2
Te -2.79486 0.20761 1.26244 -0.4 -0.1 -1.3
Te -2.04850 -1.99576 -2.97222 -0.1 -0.3 -0.2
Te -1.72111 0.24396 -1.69034 -1.1 0.1 1.5
C 1.42927 2.55101 -2.55235 -0.1 0.2 -0.1
As 1.71092 0.84522 -1.72974 0.3 -0.7 0.3
C 1.91744 -0.30747 -3.25764 0.0 -0.1 -0.2
C 3.57262 0.89643 -1.15329 -0.1 0.2 -0.4
C 4.59301 1.33673 -1.99424 0.0 -0.1 0.1
C 5.90652 1.34713 -1.54499 -0.1 0.0 0.1
C 6.20082 0.91882 -0.25424 -0.1 0.0 0.0
C 5.17949 0.49034 0.58325 0.0 0.0 -0.1
C 3.86467 0.48261 0.12499 0.2 0.0 0.3
As 2.39104 -0.07502 1.24686 -0.1 -0.4 0.0
C 2.69950 0.82700 2.91363 0.0 0.2 0.1
C 2.99987 -1.85897 1.69649 0.0 -0.1 0.1
H 2.06904 2.61946 -3.42945 0.0 0.0 -0.1
H 1.67773 3.32531 -1.83515 0.0 0.1 0.0
H 0.38644 2.63573 -2.84964 0.0 0.0 -0.1
H 2.76794 0.02753 -3.84952 0.0 0.0 -0.1
H 1.00923 -0.29889 -3.85567 -0.1 -0.1 0.0
H 2.09823 -1.32202 -2.90858 0.0 0.0 0.0
H 4.37089 1.67656 -2.99856 0.0 0.0 0.0
H 6.69746 1.69654 -2.19616 0.0 0.0 0.0
H 7.22264 0.92871 0.10207 0.0 0.0 0.0
H 5.41466 0.17060 1.59103 0.0 0.0 0.0
H 3.69887 0.58320 3.26941 0.0 0.0 0.0
H 1.95484 0.48782 3.62671 -0.1 0.0 0.1
H 2.60958 1.89799 2.75607 0.0 0.0 0.0
H 3.95009 -1.80956 2.22680 0.0 0.0 0.0
H 3.13292 -2.42964 0.78082 0.0 0.0 0.0
H 2.25629 -2.34913 2.32230 0.0 0.0 0.0
N 0.46849 -2.02833 -0.46177 0.2 0.7 0.2
C 0.48280 -3.13093 -0.76617 0.0 -1.3 -0.4
N 0.49114 -4.40839 -1.09991 0.0 0.5 0.2
C -0.08021 -5.41395 -0.19260 0.1 0.2 0.0
C -0.66913 -6.51624 -1.03759 0.0 -0.2 -0.2
O 0.30676 -7.04289 -1.92971 0.0 0.1 0.0
C 0.75287 -6.04874 -2.84191 -0.1 -0.2 0.0
C 1.42789 -4.91372 -2.10794 0.0 0.2 0.1
H -0.83986 -4.94547 0.43088 0.0 0.1 0.0
H 0.70803 -5.81854 0.44714 0.1 0.0 0.1
H -1.52375 -6.13249 -1.60381 0.0 0.0 0.0
H -0.99391 -7.33847 -0.40396 0.0 0.0 0.0
H -0.09248 -5.66041 -3.41963 0.0 0.0 0.0
H 1.45904 -6.53130 -3.51475 0.0 0.0 0.0
H 1.68473 -4.10711 -2.79408 -0.1 0.0 0.0
H 2.33702 -5.27542 -1.61966 0.1 0.0 0.0
O 1.89257 2.65839 0.44777 0.4 -0.1 0.0
C 0.68559 2.75185 0.65301 -0.5 0.5 0.4
O -0.17782 1.81850 0.53978 0.0 0.0 0.0
C 0.09150 4.07693 1.08359 -0.1 -0.3 -0.1
C 0.83626 5.23975 0.95976 0.1 0.1 0.0
C 0.28844 6.46660 1.31316 0.0 0.0 0.0
C -1.00761 6.52940 1.80459 0.2 0.3 -0.1
C -1.71166 5.35480 1.93884 -0.8 0.0 0.3
C -1.20469 4.12727 1.58766 0.1 -0.3 -0.1
N -3.11162 5.42766 2.49109 0.6 0.1 -0.2
O -3.71835 4.39038 2.61619 0.0 -0.1 0.0
O -3.53982 6.52795 2.77626 0.0 0.0 0.0
H 1.84988 5.16572 0.58605 0.0 0.0 0.0
H 0.86697 7.37519 1.20743 0.0 0.0 0.0
H -1.47109 7.46585 2.07905 0.0 0.0 0.0
H -1.79286 3.22466 1.70011 0.0 0.0 0.0
```
Forces are in eV/Å.

Calculated values
Total charge: 0
Energy above the lowest of the compared OMol25 structures with the same formula, charge and spin (kJ/mol): 0.0
Gap between HOMO and LUMO (alpha / beta) (eV): 5.2 / 5.2
Multiplicity: 1
HOMO (alpha / beta) (eV): -6.5 / -6.4

Atom charges from the natural (NBO) analysis, given in e for atoms 1 to 2: atom 1 (Rh): 0.159, atom 2 (Te): -0.272

***

| no. | electronic energy (eV) |
| --- | --- |
| 1 | -8200.3118 |
| 2 | -121528.1138 |
| 3 | -191832.7598 |